# C30H29NOS4Si2Sn

C30H29NOS4Si2Sn as an isolated structure (ωB97M-V with the def2-TZVPD basis set, the OMol25 dataset).

Summary:
energy = -100051.148 eV
net charge = -2

Each line ends with the Löwdin charge.
Cartesian coordinates (Å):
1 Sn -0.66 0.85 1.74  0.745
2 O -0.18 1.81 8.25  -0.133
3 C 0.06 1.61 7.07  -1.074
4 S 0.60 2.85 5.94  0.906
5 C 0.74 1.84 4.50  -1.235
6 C 0.41 0.54 4.67  -1.199
7 S 0.51 -0.72 3.45  0.398
8 S -0.11 0.05 6.28  0.908
9 S 1.30 2.60 3.04  0.355
10 C 5.51 -0.15 1.65  -0.119
11 C 4.49 -1.09 1.78  -0.097
12 C 3.25 -0.84 1.21  -0.143
13 C 2.99 0.33 0.49  -0.300
14 C 4.03 1.25 0.37  -0.095
15 C 5.27 1.02 0.94  -0.107
16 Si 1.23 0.62 -0.18  0.592
17 C 1.34 2.25 -1.16  -0.281
18 C 1.22 2.32 -2.55  -0.095
19 C 1.25 3.54 -3.22  -0.111
20 C 1.39 4.73 -2.52  -0.124
21 C 1.51 4.69 -1.13  -0.099
22 C 1.48 3.47 -0.47  -0.122
23 C 1.03 -0.70 -1.54  -0.286
24 C 2.00 -1.65 -1.84  -0.093
25 C 1.79 -2.62 -2.82  -0.106
26 C 0.59 -2.66 -3.51  -0.113
27 C -0.39 -1.72 -3.23  -0.090
28 C -0.17 -0.75 -2.26  -0.129
29 H 6.48 -0.33 2.11  0.085
30 H 4.66 -2.00 2.34  0.094
31 H 2.46 -1.58 1.35  0.077
32 H 3.86 2.17 -0.18  0.090
33 H 6.06 1.76 0.85  0.088
34 H 1.11 1.41 -3.12  0.088
35 H 1.15 3.56 -4.30  0.088
36 H 1.40 5.68 -3.04  0.085
37 H 1.61 5.61 -0.57  0.095
38 H 1.56 3.46 0.62  0.026
39 H 2.95 -1.64 -1.31  0.088
40 H 2.56 -3.36 -3.02  0.088
41 H 0.41 -3.43 -4.26  0.087
42 H -1.34 -1.75 -3.75  0.096
43 H -0.96 -0.05 -2.02  0.080
44 C -3.59 2.00 0.16  -0.234
45 Si -3.66 0.15 -0.20  0.301
46 C -5.24 -0.49 0.60  -0.186
47 C -3.99 0.09 -2.08  -0.187
48 N -2.24 -0.64 0.32  -0.193
49 C -2.01 -1.97 0.13  -0.392
50 C -2.86 -2.86 -0.59  -0.073
51 C -2.54 -4.20 -0.79  -0.136
52 C -1.37 -4.74 -0.28  -0.152
53 C -0.53 -3.91 0.46  -0.110
54 C -0.84 -2.58 0.67  -0.076
55 H -4.46 2.49 -0.29  0.020
56 H -2.69 2.45 -0.26  0.013
57 H -3.59 2.20 1.23  0.002
58 H -6.10 0.15 0.38  0.015
59 H -5.12 -0.54 1.69  0.025
60 H -5.48 -1.50 0.25  0.010
61 H -4.84 0.74 -2.32  0.016
62 H -4.23 -0.92 -2.43  0.008
63 H -3.13 0.44 -2.64  0.014
64 H -3.78 -2.48 -1.00  0.059
65 H -3.23 -4.82 -1.35  0.083
66 H -1.12 -5.78 -0.44  0.073
67 H 0.39 -4.30 0.87  0.094
68 H -0.17 -1.96 1.25  0.004